# C5H7N3

C5H7N3 in the gas phase in a non-equilibrium geometry (ωB97M-V/def2-TZVPD, the OMol25 dataset).

Calculated values
net charge = 0
HOMO level = -8.8 eV
orbital gap = 0.35604 hartree
relative energy (zero: lowest compared OMol25 entry of this formula, charge and spin) = 3.891 eV
structure (SMILES) = C=Nn1cc(C)cn1

Atoms and positions in Å:
C -2.5407 -0.4196 -2.7177
N -1.9249 -0.8693 -1.7309
N -0.9204 -0.2941 -1.0526
C -0.0856 -0.9426 0.0544
C 0.6878 0.0211 0.5981
C 1.6668 0.0476 1.7145
C 0.1731 1.2871 -0.0101
N -0.6484 1.0557 -0.9968
H -3.2062 -1.2785 -3.0104
H -2.2955 0.4912 -3.3502
H -0.2697 -1.9267 0.2541
H 1.3010 0.2544 2.7102
H 2.0224 -0.9992 1.6783
H 2.3782 0.7885 1.5559
H 0.5605 2.2319 0.2577

These are the Mulliken partial charges, in e, on atoms 1 to 2: C -0.26; N -0.69